# 1
The following is a quantum chemistry calculation of a cluster of 2 separate species, CH5NO2S2 in total at a distorted geometry, from the Open Molecules 2025 dataset.

Values from the calculation:
**Total charge**: 0
**HOMO (alpha / beta)**: -9.85 / -9.38 eV
**Relative energy (zero: lowest compared OMol25 entry of this formula, charge and spin)**: 116.29 kcal/mol

Each line ends with the Mulliken charge.
Positions of all 11 atoms, in Å:
C1 -0.37 0.10 -1.31  -0.642
N1 -0.93 -0.80 1.08  -0.499
O1 1.36 -0.10 0.60  -0.589
O2 0.46 -2.20 -0.34  -0.622
S1 1.46 3.01 0.53  -0.217
S2 0.34 -0.86 0.00  1.143
H1 -0.47 -0.42 -2.31  0.293
H2 -0.65 1.06 -0.97  0.369
H3 -1.56 -1.61 1.10  0.263
H4 -1.30 0.11 0.95  0.258
H5 1.66 1.70 0.65  0.244



# 2
The following is a quantum chemistry calculation of the molecule CH5NO2Si at a distorted geometry, from the Open Molecules 2025 dataset.

Values from the calculation:
**Total charge**: 0
**HOMO**: -10.67 eV
**Structure (SMILES)**: C[SiH2][N+](=O)[O-]
**Relative energy (zero: lowest compared OMol25 entry of this formula, charge and spin)**: 34.95 kcal/mol

Each line ends with the Mulliken charge.
Positions of all 10 atoms, in Å:
C1 0.26 -0.95 -0.53  -1.007
Si1 -0.65 0.66 -0.02  0.474
N1 -2.41 0.09 0.05  0.753
O1 -3.01 -0.02 1.09  -0.536
O2 -2.84 -0.42 -0.97  -0.523
H1 -0.17 -1.94 -0.16  0.314
H2 0.39 -1.15 -1.68  0.313
H3 1.29 -1.17 -0.14  0.362
H4 -0.82 1.66 -0.90  -0.100
H5 -0.44 1.03 1.49  -0.049



# 3
The following is a quantum chemistry calculation of a structure of composition CH5NOS at a distorted geometry, from the Open Molecules 2025 dataset.

Values from the calculation:
**Total charge**: 0
**HOMO**: -9.42 eV
**Relative energy (zero: lowest compared OMol25 entry of this formula, charge and spin)**: 87.94 kcal/mol

Each line ends with the Mulliken charge.
Positions of all 9 atoms, in Å:
C1 0.69 1.58 0.19  -0.176
N1 1.92 1.32 0.00  -0.403
O1 2.55 -1.42 0.11  -0.493
S1 3.14 -0.10 0.02  0.411
H1 0.39 2.61 0.08  0.255
H2 -0.08 0.85 0.45  0.222
H3 -2.55 -1.42 0.39  0.069
H4 -1.89 -1.72 0.11  -0.068
H5 3.21 0.16 -1.36  0.183



# 4
The following is a quantum chemistry calculation of a cluster of 2 separate species, CH5NOS2 in total at a distorted geometry, from the Open Molecules 2025 dataset.

Values from the calculation:
**Total charge**: 0
**HOMO (alpha / beta)**: -7.16 / -9.33 eV
**Relative energy (zero: lowest compared OMol25 entry of this formula, charge and spin)**: 15.20 kcal/mol
**Multiplicity**: 3

Each line ends with the Löwdin spin population.
Positions of all 10 atoms, in Å:
C1 -1.04 0.24 0.18  0.053
N1 0.45 -1.69 -0.86  0.551
O1 1.56 0.90 1.20  0.230
S1 0.30 -0.95 0.53  0.372
S2 1.06 2.48 1.11  0.749
H1 -1.81 0.05 0.86  0.009
H2 -0.98 0.38 -0.90  -0.001
H3 -0.82 1.31 0.64  0.022
H4 1.16 -2.42 -0.76  0.011
H5 2.17 0.77 0.51  0.003



# 5
The following is a quantum chemistry calculation of a cluster of 2 separate species, CH5NOS2 in total at a distorted geometry, from the Open Molecules 2025 dataset.

Values from the calculation:
**Total charge**: +1
**HOMO (alpha / beta)**: -14.11 / -14.09 eV
**Relative energy (zero: lowest compared OMol25 entry of this formula, charge and spin)**: 32.10 kcal/mol
**Multiplicity**: 2

Each line ends with the Löwdin spin population.
Positions of all 10 atoms, in Å:
S1 -1.81 -1.73 0.29  0.470
S2 -1.54 -1.46 -1.69  0.458
H1 -2.42 -0.53 0.46  0.026
H2 -0.75 -0.36 -1.57  0.029
C1 0.52 0.87 0.72  0.003
N1 1.70 0.56 0.16  0.002
O1 0.32 1.10 1.88  0.011
H3 -0.27 0.99 -0.07  0.001
H4 2.30 -0.10 0.63  0.000
H5 1.94 0.66 -0.81  0.000



# 6
The following is a quantum chemistry calculation of a structure of composition CH5NOSi at a distorted geometry, from the Open Molecules 2025 dataset.

Values from the calculation:
**Total charge**: 0
**HOMO**: -10.25 eV
**Relative energy (zero: lowest compared OMol25 entry of this formula, charge and spin)**: 36.84 kcal/mol

Each line ends with the Mulliken charge.
Positions of all 9 atoms, in Å:
C1 1.58 0.49 0.23  0.229
N1 1.94 -0.05 -0.79  -0.391
O1 -0.26 0.92 0.44  -0.386
Si1 -1.32 -0.15 0.10  0.365
H1 1.95 0.80 1.18  0.340
H2 1.02 -0.19 -1.17  0.285
H3 -0.83 -1.14 -0.90  -0.182
H4 -2.58 0.27 -0.47  -0.135
H5 -1.51 -0.96 1.39  -0.127



# 7
The following is a quantum chemistry calculation of a cluster of 2 separate species, CH5NS in total at a distorted geometry, from the Open Molecules 2025 dataset.

Values from the calculation:
**Total charge**: 0
**HOMO**: -8.65 eV
**Structure (SMILES)**: C=N.S
**Relative energy (zero: lowest compared OMol25 entry of this formula, charge and spin)**: 16.03 kcal/mol

Each line ends with the Mulliken charge.
Positions of all 8 atoms, in Å:
C1 -1.37 0.04 -0.82  -0.240
N1 -0.11 0.17 -0.51  -0.434
H1 -1.91 -0.79 -0.29  0.235
H2 -1.93 0.74 -1.49  0.233
H3 0.32 0.99 -1.07  0.196
S1 1.65 -0.91 1.66  -0.389
H4 1.00 -0.38 0.54  0.294
H5 2.34 0.14 1.99  0.104



# 8
The following is a quantum chemistry calculation of a cluster of 2 separate species, CH5O2 in total at a distorted geometry, from the Open Molecules 2025 dataset.

Values from the calculation:
**Total charge**: -1
**HOMO**: -2.89 eV
**Relative energy (zero: lowest compared OMol25 entry of this formula, charge and spin)**: 6.82 kcal/mol

Each line ends with the Mulliken charge.
Positions of all 8 atoms, in Å:
C1 -0.53 0.53 0.83  -0.580
O1 -0.51 0.54 -0.52  -0.803
H1 0.62 0.55 1.14  0.149
H2 -0.80 1.51 1.34  0.185
H3 -1.05 -0.27 1.38  0.177
H4 0.78 -1.70 -1.26  0.232
H5 0.44 -0.22 -1.20  0.427
O2 1.05 -0.94 -1.72  -0.787



# 9
The following is a quantum chemistry calculation of a structure of composition CH5O2, from the Open Molecules 2025 dataset.

Values from the calculation:
**Total charge**: +1
**HOMO**: -17.94 eV
**Relative energy (zero: lowest compared OMol25 entry of this formula, charge and spin)**: 0.22 kcal/mol

Each line ends with the Mulliken charge.
Positions of all 8 atoms, in Å:
O1 0.01 1.06 1.27  -0.562
H1 -0.54 1.81 1.55  0.373
H2 -0.05 0.49 0.14  0.481
H3 0.93 1.12 1.58  0.384
O2 -0.05 -0.06 -0.86  -0.295
C1 -0.03 -1.29 -0.80  0.072
H4 0.13 -1.82 -1.74  0.291
H5 -0.17 -1.86 0.12  0.257



# 10
The following is a quantum chemistry calculation of the molecule CH5O2PS2 at a distorted geometry, from the Open Molecules 2025 dataset.

Values from the calculation:
**Total charge**: 0
**HOMO**: -9.23 eV
**Structure (SMILES)**: CO[P@](O)(=S)S
**Relative energy (zero: lowest compared OMol25 entry of this formula, charge and spin)**: 6.17 kcal/mol

Each line ends with the Mulliken charge.
Positions of all 11 atoms, in Å:
C1 -1.71 0.25 -0.07  -0.576
O1 -0.51 0.07 0.77  -0.256
P1 0.97 0.02 0.19  0.689
O2 1.75 -0.21 1.57  -0.482
S1 1.41 1.63 -0.81  -0.375
S2 1.09 -1.91 -0.71  -0.281
H1 -2.44 0.41 0.59  0.244
H2 -2.06 -0.67 -0.72  0.227
H3 -1.45 1.19 -0.77  0.292
H4 2.11 0.55 1.92  0.327
H5 0.84 -1.35 -1.96  0.191



# 11
The following is a quantum chemistry calculation of the molecule CH5OPS at a distorted geometry, from the Open Molecules 2025 dataset.

Values from the calculation:
**Total charge**: 0
**HOMO**: -8.79 eV
**Structure (SMILES)**: C[P@@H](O)=S
**Relative energy (zero: lowest compared OMol25 entry of this formula, charge and spin)**: 0.96 kcal/mol

Each line ends with the Mulliken charge.
Positions of all 9 atoms, in Å:
C1 -0.54 -0.74 0.17  -0.820
P1 1.03 0.24 -0.33  0.498
O1 0.90 1.75 0.20  -0.502
S1 2.74 -0.44 0.33  -0.442
H1 -0.35 -1.15 1.09  0.310
H2 -1.36 -0.03 0.21  0.289
H3 -0.53 -1.51 -0.73  0.282
H4 1.08 0.44 -1.69  0.062
H5 1.74 2.20 0.27  0.323



# 12
The following is a quantum chemistry calculation of a cluster of 2 separate species, CH5OPS in total at a distorted geometry, from the Open Molecules 2025 dataset.

Values from the calculation:
**Total charge**: 0
**HOMO (alpha / beta)**: -8.86 / -7.95 eV
**Relative energy (zero: lowest compared OMol25 entry of this formula, charge and spin)**: 76.79 kcal/mol

Each line ends with the Mulliken charge.
Positions of all 9 atoms, in Å:
C1 -1.21 -0.13 0.40  -0.687
O1 2.98 -0.94 0.58  -0.389
P1 2.57 0.41 -0.18  0.172
S1 -0.37 -1.10 -0.89  -0.163
H1 -0.51 0.74 0.78  0.202
H2 -1.41 -0.76 1.23  0.263
H3 -2.10 0.25 0.05  0.282
H4 3.77 -1.41 0.22  0.350
H5 1.28 0.63 0.47  -0.030



Computed energy, in the same sequence as the records: -28369.29136; -14577.43166; -15487.30613; -26321.43840; -26316.47869; -12530.93440; -13441.99869; -5212.64843; -5204.65931; -36173.76285; -23290.19631; -23286.90774 eV.